DFT (wB97M-V/def2-TZVPD) results for 15 unconnected molecules or ions with the total composition C40H118N6O22P at a distorted geometry.

Its strongest force on any atom is 5.0 eV/A. Its total charge is +1. Its spin multiplicity is 1. Its HOMO energy is -10.558 eV.

XYZ file:
```
187
C40H118N6O22P wB97M-V/def2-TZVPD
O -2.50524 3.31319 -5.65638
H -1.62474 2.51416 -4.95857
H -2.95538 3.95644 -5.08610
H -2.39416 3.39224 -6.63678
O 1.03431 4.18199 -4.21287
H 0.19941 3.87922 -2.93346
H 1.49404 5.03097 -4.36552
H 1.71057 3.41751 -4.16120
O -0.11728 0.31136 1.11340
H 0.44495 1.16710 0.92731
H -1.01365 0.47031 0.80621
H 0.02276 -1.39215 0.39516
O -3.21913 -0.71595 -3.27905
H -4.01116 -0.24982 -3.46189
H -2.31057 0.47081 -2.51652
H -2.54768 -0.95748 -3.95683
P -0.62417 1.79075 -2.87475
O -0.84159 1.85900 -4.35530
O 0.70772 1.11083 -2.65338
O -1.80895 1.18523 -2.17929
O -0.58720 3.32936 -2.46223
C 2.43519 5.44795 -0.71713
C 2.60246 4.19577 0.16630
C 2.89021 4.53792 1.59163
O 4.01507 5.40487 1.61997
C 4.43450 5.72227 2.95372
N 1.31842 3.38298 0.06051
H 3.38335 5.96897 -0.83657
H 1.67183 6.12442 -0.28167
H 2.14977 5.13473 -1.73297
H 3.42795 3.56439 -0.11241
H 3.12306 3.62456 2.14271
H 2.01004 5.00982 2.05195
H 5.27276 6.39490 2.83676
H 4.79503 4.81040 3.42424
H 3.68453 6.18452 3.61034
H 0.56187 4.05000 0.28579
H 1.19603 3.13097 -0.92535
C 0.78425 -5.37734 2.63153
C 2.04360 -5.46470 3.51099
C 2.92155 -4.29648 3.34756
O 3.32761 -4.11252 2.01861
C 4.38690 -3.19407 1.84335
N 1.60737 -5.65363 4.90910
H 0.11989 -6.21620 2.78934
H 0.95413 -5.21278 1.55259
H 0.22014 -4.50349 2.98468
H 2.59114 -6.34129 3.13445
H 3.80877 -4.42348 3.99802
H 2.43816 -3.38863 3.75161
H 5.27535 -3.38522 2.41432
H 4.05765 -2.18380 2.16356
H 4.61264 -3.15391 0.77787
H 1.06317 -4.86858 5.26863
H 2.42759 -5.73246 5.49233
C 3.67335 1.12908 -5.93785
C 2.74797 1.00578 -4.72021
O 2.84485 2.11141 -3.83684
H 3.48046 2.07084 -6.47500
H 3.42132 0.31361 -6.61284
H 4.72403 1.05899 -5.67634
H 3.04519 0.13264 -4.16549
H 1.70542 0.90598 -4.98986
H 2.24593 1.79736 -3.14250
C -3.12780 3.91067 1.88319
C -2.34670 3.63586 0.61592
O -1.84148 4.80854 -0.02478
H -3.47734 2.94158 2.21450
H -3.98039 4.59791 1.72210
H -2.50165 4.37634 2.64029
H -3.02602 3.09886 -0.05621
H -1.51175 2.99880 0.90070
H -1.21526 4.57712 -0.72069
C -2.34315 7.19675 -2.68879
C -3.51971 6.38750 -3.17686
O -3.10668 5.08216 -3.59143
H -2.60294 8.22815 -2.42702
H -1.58541 7.19379 -3.46789
H -1.93918 6.79323 -1.74269
H -4.10445 6.86767 -3.97469
H -4.24107 6.32033 -2.34674
H -2.28620 4.88399 -3.12979
C -6.42601 3.35102 -3.02683
C -5.33996 2.92699 -2.07662
O -4.61850 1.73066 -2.48933
H -6.99225 4.17728 -2.54215
H -7.09112 2.48593 -3.18522
H -6.01797 3.67776 -3.99262
H -5.71959 2.72115 -1.06586
H -4.62817 3.74485 -1.95686
H -3.82408 1.87120 -2.00170
C 3.34515 0.11835 -0.59733
O 2.37686 -0.75541 -0.09855
C 2.26816 -1.86810 -0.86241
C 1.35129 -2.84735 -0.16657
N -0.06795 -2.26632 -0.18415
C -1.11464 -3.04603 0.60682
C -2.45370 -2.48942 0.34402
O -2.39906 -1.11690 0.58287
C -3.66002 -0.54993 0.65915
H 4.28134 -0.20857 -0.12907
H 3.05855 1.05952 -0.10232
H 3.33534 0.34002 -1.67974
H 3.25690 -2.32924 -0.96838
H 1.86556 -1.63535 -1.85111
H 1.58758 -2.95024 0.89285
H 1.33010 -3.82426 -0.65054
H -0.41559 -2.11817 -1.14545
H -0.84725 -2.85558 1.63434
H -1.05825 -4.10662 0.39535
H -3.15922 -2.95048 1.03482
H -2.77696 -2.71043 -0.68476
H -4.27643 -0.81573 -0.21805
H -3.58747 0.52393 0.71485
H -4.20201 -0.92059 1.55612
C -1.65943 -1.75631 -9.39217
O -1.31504 -0.61616 -8.67394
C -1.41423 -0.59832 -7.29388
C -0.63103 -1.64598 -6.50328
N -0.62621 -1.33110 -5.06803
C 0.49074 -2.00687 -4.33407
C 0.02825 -3.40694 -3.92008
O -1.01764 -3.24246 -2.97521
C -1.79832 -4.42254 -2.82707
H -2.71976 -2.11813 -9.26774
H -1.00493 -2.56068 -9.06525
H -1.39585 -1.56202 -10.41629
H -2.46994 -0.57231 -6.98271
H -1.03017 0.39133 -7.04055
H 0.41254 -1.63248 -6.88069
H -1.00001 -2.65425 -6.67702
H -0.38075 -0.34705 -4.86006
H 0.72943 -1.42607 -3.45185
H 1.38443 -2.04764 -4.93587
H 0.89484 -3.91851 -3.48504
H -0.31054 -4.02016 -4.75904
H -1.24721 -5.17914 -2.21318
H -2.01498 -4.80059 -3.85352
H -2.78036 -4.22059 -2.37470
C -3.28829 -6.15172 0.94053
O -2.68854 -5.99581 2.21542
C -3.46742 -6.55708 3.25948
C -2.69784 -6.43072 4.59891
N -2.40395 -5.01530 4.87269
C -1.63069 -4.87843 6.10504
C -1.18436 -3.44663 6.22280
O -0.24045 -3.12411 5.14558
C 0.22279 -1.77698 5.24159
H -4.13854 -5.47181 0.88961
H -3.61743 -7.18540 0.79424
H -2.58766 -5.86366 0.15367
H -3.69252 -7.62272 3.09700
H -4.42832 -6.06183 3.44419
H -1.75194 -6.99100 4.51088
H -3.24970 -6.85755 5.43834
H -1.80354 -4.83679 4.06593
H -0.76016 -5.55717 6.17262
H -2.25372 -5.18864 6.96666
H -0.68622 -3.20365 7.15645
H -2.05831 -2.76527 6.16414
H -0.59616 -1.01546 5.19117
H 0.88130 -1.61059 4.37250
H 0.90079 -1.67840 6.12312
C 5.75746 3.05204 6.31831
O 5.23863 1.78008 5.88297
C 3.89135 1.66219 6.25638
C 3.24980 0.37393 5.77336
N 3.65236 0.02760 4.37155
C 3.30648 1.07565 3.40942
C 1.79821 1.06574 2.96437
O 0.87397 1.25619 4.01331
C -0.44354 1.67680 3.77981
H 5.29932 3.89067 5.76466
H 6.81750 2.99189 6.07580
H 5.68039 3.26743 7.39046
H 3.37669 2.52809 5.81611
H 3.76478 1.72654 7.35128
H 2.18018 0.41333 5.91694
H 3.62392 -0.45960 6.36590
H 4.66827 0.04022 4.48131
H 3.77800 0.94717 2.41553
H 3.49078 2.10683 3.74552
H 1.57363 0.14299 2.38698
H 1.72577 1.91333 2.27328
H -0.87094 1.96425 4.74729
H -1.10640 0.89843 3.38570
H -0.40635 2.60512 3.18639
```

DFT (wB97M-V/def2-TZVPD) results for 2 unconnected molecules or ions with the total composition C3H9OPS2 at a distorted geometry.

Its strongest force on any atom is 2.7 eV/A. The calculation puts the energy above the lowest of the compared OMol25 structures with the same formula, charge and spin at 2.832 eV. Its spin multiplicity is 1. The SMILES is CP(C)(=S)S.C=O. Its HOMO energy is -8.995 eV.

XYZ file:
```
16
C3H9OPS2 wB97M-V/def2-TZVPD
C -2.22950 0.06272 1.17677
C -1.09571 0.03547 -1.45106
C 3.28288 0.27506 -0.46060
O 3.74267 -0.25199 0.51405
P -0.57704 0.20566 0.30455
S 0.19974 -1.71303 0.70876
S 0.65582 1.64884 0.69097
H -2.68276 -0.95305 1.27862
H -2.12988 0.15619 2.23724
H -2.92316 0.71677 0.77967
H -1.46908 -0.96330 -1.57288
H -1.64466 0.92700 -1.54167
H -0.38587 -0.02045 -2.22699
H 2.22105 0.16093 -0.66388
H 3.76175 1.03437 -1.01023
H 1.27374 -1.32121 1.23670
```

DFT (wB97M-V/def2-TZVPD) results for a molecular structure, C38H57N3O3PReSSe4 at a distorted geometry.

Its strongest force on any atom is 3.3 eV/A. Its total charge is +2. Its spin multiplicity is 1. Its HOMO energy (spin up / spin down) is -12.849 / -12.845 eV.

XYZ file:
```
108
C38H57N3O3PReSSe4 wB97M-V/def2-TZVPD
Re -0.26044 0.07410 0.09392
Se -0.77425 -2.40295 0.63362
Se -1.63528 -2.53852 2.68094
Se -3.16537 -0.71060 2.67513
Se -2.25386 0.78914 1.14319
C 0.13724 -3.15680 -2.60621
C 1.17890 -2.18276 -2.14954
N 2.38457 -2.26940 -2.70518
O 0.95141 -1.33590 -1.27986
H 0.48280 -3.78582 -3.41908
H -0.76100 -2.62354 -2.91390
H -0.13483 -3.79575 -1.76196
H 2.60541 -2.98567 -3.37678
H 3.13594 -1.67813 -2.38403
C 4.88325 1.06025 6.51998
C 4.34798 0.48358 5.21561
C 2.82559 0.32977 5.30352
N 2.23729 -0.20182 4.08335
C 2.09295 0.42735 2.93507
S 1.64580 -0.55080 1.55300
N 2.32187 1.72381 2.77370
C 2.20447 2.83640 3.70224
O 3.12475 3.59257 3.79960
C 0.87296 3.00746 4.29377
C 0.68284 4.14585 5.08662
C -0.57003 4.44887 5.58089
C -1.64593 3.61946 5.29571
C -1.46082 2.47701 4.52826
C -0.21449 2.17191 4.01841
H 5.96478 1.14790 6.47944
H 4.62631 0.42164 7.36119
H 4.46821 2.04923 6.69535
H 4.80420 -0.48625 5.01948
H 4.59909 1.15188 4.38945
H 2.37839 1.29597 5.53336
H 2.56816 -0.35802 6.10839
H 2.09524 -1.20346 4.05487
H 2.56093 2.03322 1.82599
H 1.53208 4.78072 5.29319
H -0.70605 5.33320 6.18385
H -2.62715 3.86377 5.67022
H -2.29564 1.82466 4.31398
H -0.10660 1.28480 3.40568
O -0.87564 0.64210 -1.94216
P -1.07691 1.96181 -2.67435
C -1.52263 3.18510 -1.34660
C -1.88803 4.56232 -1.90553
C -2.44775 5.44113 -0.78886
C -1.38138 5.69484 0.28304
C -0.19375 4.73660 0.15357
C -0.67486 3.29148 -0.04982
C 0.53699 2.34050 -3.51827
C 0.99317 1.13981 -4.34998
C 2.49294 1.23676 -4.64614
C 2.93520 2.70024 -4.77329
C 1.79645 3.54613 -5.33495
C 0.64345 3.63899 -4.32138
C -2.69194 1.84257 -3.63151
C -3.10890 0.39695 -3.90085
C -2.37960 -0.19899 -5.09642
C -2.64925 0.63864 -6.33858
C -2.17201 2.06893 -6.12479
C -2.82530 2.69267 -4.89680
H -2.46958 2.71125 -1.02314
H -2.64717 4.45011 -2.68108
H -1.02073 5.04402 -2.35799
H -3.31440 4.93894 -0.35052
H -2.78284 6.38849 -1.21082
H -1.82097 5.59175 1.27705
H -0.99841 6.71174 0.20577
H 0.36235 4.80305 1.08682
H 0.46640 5.03806 -0.65936
H -1.41586 3.15361 0.75828
H 0.47825 2.39267 1.41258
H 1.21275 2.41290 -2.65735
H 0.44730 1.11428 -5.29239
H 0.78066 0.21147 -3.81381
H 2.69945 0.69986 -5.57251
H 3.06581 0.75183 -3.85601
H 3.80112 2.76026 -5.43069
H 3.23307 3.09438 -3.79788
H 1.45093 3.09767 -6.26793
H 2.15328 4.54866 -5.57197
H -0.27652 3.85739 -4.85483
H 0.83600 4.46275 -3.63192
H -3.39388 2.24437 -2.88577
H -4.18344 0.39995 -4.10313
H -2.94420 -0.20719 -3.00584
H -2.71503 -1.22344 -5.26123
H -1.30990 -0.22284 -4.88608
H -3.71937 0.63865 -6.54390
H -2.14855 0.20445 -7.20380
H -2.40627 2.67133 -7.00223
H -1.08970 2.07519 -6.00908
H -3.89579 2.80071 -5.09158
H -2.42961 3.69716 -4.73655
C 0.42135 2.25701 0.32359
C 1.83028 2.47309 -0.18265
C 2.61207 3.51874 0.33018
C 3.92790 3.70583 -0.05748
C 4.53169 2.81881 -0.92989
C 3.79573 1.74728 -1.40361
C 2.46743 1.57945 -1.04533
H 2.19404 4.21213 1.04115
H 4.47801 4.54112 0.34566
H 5.55851 2.95077 -1.22833
H 4.26570 1.03063 -2.06023
H 1.93009 0.71865 -1.41966
```